Below is a structure of composition C22H18IrN6O2S, with properties calculated with wB97M-V/def2-TZVPD.

XYZ file:
```
50
Properties=species:S:1:pos:R:3:forces:R:3
Ir 0.2276 0.1210 -0.8076 -0.020 -0.400 0.319
O 3.1687 2.8113 -0.5194 0.005 0.050 -0.020
C 2.4315 1.9243 -0.8214 0.038 -0.099 -0.194
N 1.2592 1.5577 -0.1018 -0.083 0.097 -0.257
C 0.7720 2.2026 1.0310 -0.334 -0.249 0.257
C 1.3295 3.3117 1.6845 0.028 -0.036 0.056
C 0.6512 3.8361 2.7565 -0.129 0.025 0.124
C -0.5632 3.2801 3.2150 0.233 0.182 -0.012
C -1.1273 2.1929 2.6005 0.130 -0.161 -0.153
C -0.4654 1.6484 1.4883 0.309 0.150 0.240
N -0.9282 0.6237 0.7053 -0.517 -0.062 -0.174
C -2.1412 -0.0618 0.8028 0.358 0.184 -0.171
O -2.7033 -0.3803 1.8139 -0.279 0.149 0.082
C -2.6338 -0.3987 -0.5871 0.196 -0.036 0.043
C -3.9452 -0.7121 -0.8527 0.009 -0.070 0.048
C -4.3205 -0.9364 -2.1750 0.017 0.006 -0.011
C -3.3661 -0.8496 -3.1738 -0.011 -0.006 -0.035
C -2.0584 -0.5416 -2.8335 -0.074 0.085 0.035
N -1.7058 -0.3121 -1.5679 0.022 -0.067 -0.280
C 2.6700 1.0201 -2.0084 -0.067 -0.121 0.122
C 3.7826 1.1839 -2.8005 -0.001 0.052 0.065
C 3.9961 0.2868 -3.8399 -0.003 -0.048 -0.043
C 3.0951 -0.7461 -4.0331 0.066 0.016 -0.036
C 1.9946 -0.8485 -3.1990 -0.055 0.127 0.025
N 1.7786 0.0243 -2.2125 0.006 0.183 -0.268
H 2.2573 3.7449 1.3469 -0.036 -0.017 0.007
H 1.0555 4.7031 3.2607 0.003 -0.016 0.012
H -1.0557 3.7252 4.0688 0.000 0.002 0.001
H -2.0473 1.7518 2.9543 -0.024 0.024 -0.016
H -4.6502 -0.7642 -0.0341 0.000 0.013 0.000
H -5.3479 -1.1713 -2.4182 -0.003 0.005 -0.001
H -3.6201 -1.0149 -4.2111 -0.002 -0.014 0.006
H -1.2769 -0.4703 -3.5775 -0.005 0.015 -0.006
H 4.4603 1.9990 -2.5860 0.005 -0.004 -0.013
H 4.8603 0.3891 -4.4819 0.000 0.001 0.000
H 3.2344 -1.4721 -4.8213 -0.001 -0.002 0.003
H 1.2667 -1.6407 -3.3169 -0.006 -0.001 -0.002
C 1.4256 -1.1865 2.6147 0.020 -0.081 -0.024
N 0.2731 -2.0505 2.3553 -0.006 0.089 0.014
C -0.5351 -2.6009 3.3288 -0.001 -0.030 -0.039
C -1.4629 -3.3606 2.7044 0.018 0.024 0.007
N -1.2067 -3.2487 1.3592 -0.015 -0.015 -0.051
C -0.1502 -2.4493 1.1513 -0.063 -0.055 0.035
S 0.5712 -2.1309 -0.4048 0.253 0.114 0.269
H 1.3835 -0.8712 3.6526 0.010 0.011 -0.002
H 1.3818 -0.3137 1.9692 0.004 -0.008 0.024
H 2.3463 -1.7370 2.4329 0.007 0.000 0.003
H -0.3767 -2.4077 4.3748 -0.001 0.014 -0.002
H -2.2708 -3.9520 3.0958 -0.001 -0.005 -0.008
H -1.7136 -3.7082 0.6178 -0.002 -0.018 0.019
```
Positions in Å, forces in eV/Å.

Results
<S²>   0.993
Frontier orbital gap (spin up / spin down)   5.42 / 5.46 eV
Multiplicity   2
DFT total energy   -49803.1470 eV
Relative energy (zero: lowest compared OMol25 entry of this formula, charge and spin)   0.000 eV
HOMO level (spin up / spin down)   -13.58 / -13.74 eV
Total charge   +2